No. 1
{"formula": "C22H24F18MgN3O24S6", "method": "ωB97M-V/def2-TZVPD", "homo_ev": -7.53, "charge": -1, "orbital_gap_ev": 9.08, "elements": ["Mg", "C", "F", "F", "F", "S", "O", "O", "N", "S", "O", "O", "C", "F", "F", "F", "C", "F", "F", "F", "S", "O", "O", "N", "S", "O", "O", "C", "F", "F", "F", "C", "F", "F", "F", "S", "O", "O", "N", "S", "O", "O", "C", "F", "F", "F", "C", "C", "C", "O", "C", "O", "O", "H", "H", "H", "H", "H", "H", "C", "C", "C", "O", "C", "O", "O", "H", "H", "H", "H", "H", "H", "C", "C", "C", "O", "C", "O", "O", "H", "H", "H", "H", "H", "H", "C", "C", "C", "O", "C", "O", "O", "H", "H", "H", "H", "H", "H"], "xyz": [[-0.047, -1.179, -0.357], [2.365, -4.611, -0.508], [1.987, -4.763, -1.791], [2.809, -5.778, -0.061], [3.378, -3.783, -0.481], [0.903, -3.947, 0.571], [-0.384, -4.219, -0.182], [0.885, -4.621, 1.898], [1.065, -2.197, 0.639], [2.171, -2.014, 1.757], [3.137, -3.094, 1.920], [2.788, -0.734, 1.484], [1.244, -1.686, 3.400], [2.015, -1.065, 4.327], [0.270, -0.877, 3.037], [0.644, -2.742, 3.972], [5.081, 2.693, -5.081], [6.375, 2.528, -4.582], [5.122, 3.809, -5.803], [4.776, 1.617, -5.745], [3.778, 2.942, -3.708], [2.759, 3.826, -4.283], [3.193, 1.631, -3.333], [4.647, 3.899, -2.517], [5.341, 2.788, -1.582], [5.815, 1.535, -2.191], [6.423, 3.519, -0.871], [4.017, 2.413, -0.241], [4.635, 2.588, 0.903], [2.980, 3.270, -0.170], [3.534, 1.193, -0.377], [-1.546, 1.734, -2.647], [-2.471, 2.611, -3.121], [-0.909, 1.089, -3.671], [-0.607, 2.355, -1.955], [-2.492, 0.425, -1.475], [-2.411, 1.079, -0.192], [-3.891, 0.279, -1.944], [-1.449, -1.036, -1.478], [-2.037, -1.949, -2.700], [-2.636, -1.249, -3.809], [-1.062, -2.947, -2.987], [-3.505, -2.950, -1.945], [-4.633, -2.258, -1.997], [-3.771, -4.103, -2.520], [-3.209, -3.313, -0.663], [4.979, -3.097, -3.394], [4.304, -1.652, -3.389], [3.433, -1.343, -4.633], [2.125, -0.959, -4.096], [2.132, -1.102, -2.757], [1.290, -0.701, -1.942], [3.292, -1.613, -2.414], [4.957, -3.425, -2.355], [6.000, -3.086, -3.774], [4.356, -3.748, -4.007], [5.033, -0.851, -3.267], [3.295, -2.233, -5.247], [3.814, -0.600, -5.333], [-0.141, 4.510, 2.773], [0.716, 3.729, 1.748], [1.799, 2.912, 2.378], [1.690, 1.609, 1.808], [0.568, 1.556, 1.141], [0.251, 0.634, 0.440], [-0.110, 2.723, 1.169], [-1.152, 4.753, 2.446], [0.287, 5.434, 3.162], [-0.443, 3.951, 3.658], [1.048, 4.335, 0.905], [1.718, 2.876, 3.464], [2.776, 3.345, 2.163], [-4.305, 1.329, 3.910], [-4.127, 1.945, 2.476], [-5.372, 2.220, 1.650], [-5.235, 3.515, 1.158], [-4.120, 4.070, 1.650], [-3.819, 5.271, 1.433], [-3.490, 3.231, 2.485], [-5.104, 0.598, 3.791], [-4.626, 2.046, 4.665], [-3.383, 0.858, 4.254], [-3.380, 1.409, 1.890], [-6.255, 1.960, 2.234], [-5.548, 1.470, 0.879], [-4.759, -2.479, 4.655], [-4.293, -2.896, 3.209], [-5.096, -2.265, 2.156], [-4.114, -1.674, 1.283], [-2.932, -1.761, 1.855], [-1.919, -1.258, 1.400], [-2.949, -2.400, 2.979], [-4.111, -2.929, 5.407], [-5.702, -2.981, 4.874], [-4.795, -1.392, 4.724], [-4.332, -3.985, 3.192], [-5.736, -1.483, 2.564], [-5.591, -3.089, 1.642]]}


No. 2
{"formula": "C22H24I3N6RhS", "method": "ωB97M-V/def2-TZVPD", "de_lowest_kcal_mol": 0.0, "homo_ev": -13.16, "charge": 2, "orbital_gap_ev": 6.49, "elements": ["Rh", "I", "C", "I", "H", "H", "N", "C", "C", "N", "H", "H", "H", "H", "H", "H", "H", "H", "H", "I", "C", "C", "C", "C", "N", "C", "H", "H", "H", "H", "C", "C", "C", "C", "N", "C", "S", "N", "H", "H", "H", "H", "H", "N", "C", "C", "C", "C", "C", "C", "C", "C", "C", "H", "H", "H", "H"], "xyz": [[-0.988, 0.949, 0.416], [-3.490, 1.612, 1.204], [-3.436, 2.856, -0.526], [-1.380, 3.315, -0.815], [-4.012, 3.758, -0.356], [-3.772, 2.264, -1.369], [0.193, -1.903, 3.933], [0.196, -2.651, 2.660], [0.219, -1.707, 1.466], [-1.012, -0.881, 1.386], [-0.752, -1.765, 4.277], [1.085, -0.192, 3.869], [0.641, -2.460, 4.653], [-0.653, -3.337, 2.581], [1.098, -3.262, 2.619], [0.315, -2.273, 0.541], [1.070, -1.032, 1.540], [-1.256, -0.593, 2.333], [-1.776, -1.432, 0.997], [2.526, -2.069, -3.284], [2.266, -0.455, -2.010], [3.251, 0.504, -1.829], [2.998, 1.562, -0.969], [1.786, 1.631, -0.313], [0.838, 0.697, -0.489], [1.066, -0.320, -1.331], [4.194, 0.433, -2.355], [3.733, 2.340, -0.811], [1.559, 2.434, 0.375], [0.254, -1.015, -1.480], [4.533, 3.558, 2.837], [3.578, 2.462, 3.160], [3.965, 1.371, 3.957], [3.027, 0.414, 4.203], [1.782, 0.564, 3.714], [1.428, 1.655, 2.991], [-0.253, 1.882, 2.609], [2.333, 2.576, 2.692], [5.557, 3.196, 2.773], [4.494, 4.299, 3.641], [4.242, 4.059, 1.918], [4.966, 1.284, 4.350], [3.216, -0.479, 4.782], [-5.181, -3.517, -7.461], [-4.710, -2.991, -6.555], [-4.120, -2.334, -5.421], [-4.704, -2.465, -4.163], [-4.133, -1.836, -3.073], [-2.975, -1.072, -3.229], [-2.398, -0.943, -4.493], [-2.966, -1.570, -5.586], [-2.373, -0.423, -2.095], [-1.859, 0.116, -1.140], [-5.600, -3.059, -4.048], [-4.583, -1.937, -2.094], [-1.503, -0.346, -4.616], [-2.524, -1.474, -6.568]]}


No. 3
{"formula": "C22H24N2O3", "method": "ωB97M-V/def2-TZVPD", "de_lowest_kcal_mol": 17.7, "homo_ev": -8.23, "charge": 0, "smiles": "CC(=O)NCC(=O)N1CCC[C@@H](C(=O)c2ccc3c4c(cccc24)CC3)C1", "orbital_gap_ev": 8.36, "elements": ["C", "C", "O", "N", "H", "C", "C", "O", "N", "C", "H", "C", "C", "C", "C", "H", "H", "H", "H", "H", "H", "C", "O", "C", "C", "C", "C", "C", "C", "C", "C", "C", "C", "C", "H", "H", "C", "H", "H", "H", "H", "H", "H", "H", "H", "H", "H", "H", "H", "H", "H"], "xyz": [[-1.732, -3.318, 1.300], [-2.773, -2.551, 0.518], [-3.009, -2.746, -0.661], [-3.446, -1.644, 1.255], [-3.105, -1.415, 2.175], [-4.459, -0.768, 0.715], [-4.018, 0.703, 0.667], [-4.377, 1.464, 1.548], [-3.277, 1.117, -0.379], [-2.747, 0.310, -1.450], [-2.986, -0.742, -1.310], [-1.222, 0.456, -1.567], [-0.836, 1.938, -1.692], [-1.432, 2.726, -0.530], [-2.944, 2.524, -0.492], [-3.385, 3.035, 0.365], [-3.391, 2.916, -1.414], [-1.000, 2.382, 0.411], [-1.209, 3.788, -0.638], [0.252, 2.040, -1.709], [-1.228, 2.327, -2.635], [-0.485, -0.123, -0.369], [-1.025, -0.333, 0.694], [0.971, -0.322, -0.564], [1.474, -0.926, -1.701], [2.846, -1.135, -1.919], [3.735, -0.706, -0.972], [3.238, -0.098, 0.192], [1.875, 0.103, 0.455], [1.569, 0.728, 1.682], [2.575, 1.094, 2.541], [3.937, 0.878, 2.255], [4.267, 0.278, 1.072], [5.589, -0.096, 0.462], [6.133, -0.784, 1.111], [6.215, 0.787, 0.324], [5.233, -0.756, -0.894], [5.681, -0.219, -1.732], [5.588, -1.787, -0.942], [4.690, 1.185, 2.966], [2.318, 1.567, 3.477], [0.540, 0.905, 1.953], [3.172, -1.625, -2.825], [0.789, -1.297, -2.448], [-0.901, -0.072, -2.468], [-3.195, 0.647, -2.396], [-4.741, -1.145, -0.269], [-5.334, -0.794, 1.375], [-1.304, -4.092, 0.669], [-2.178, -3.771, 2.182], [-0.947, -2.632, 1.613]]}


No. 4
{"formula": "C22H24N2O4", "method": "ωB97M-V/def2-TZVPD", "de_lowest_kcal_mol": 38.4, "homo_ev": -7.51, "charge": 0, "smiles": "CCOC(=O)[C@@]1(C)C=C(Nc2ccc(OCC)cc2)C(=O)N1c1ccccc1", "orbital_gap_ev": 8.25, "elements": ["C", "C", "H", "H", "O", "C", "O", "C", "N", "C", "O", "C", "C", "H", "N", "C", "C", "C", "C", "C", "C", "H", "H", "O", "C", "C", "H", "H", "H", "H", "H", "H", "H", "H", "C", "C", "C", "C", "C", "C", "H", "H", "H", "H", "H", "C", "H", "H", "H", "H", "H", "H"], "xyz": [[3.281, 3.848, 2.437], [2.811, 3.442, 1.048], [3.412, 2.608, 0.673], [2.858, 4.282, 0.352], [1.434, 3.051, 1.056], [1.167, 1.808, 1.456], [1.995, 1.000, 1.782], [-0.331, 1.487, 1.342], [-0.688, 0.435, 2.278], [-0.869, -0.756, 1.640], [-1.121, -1.843, 2.119], [-0.713, -0.497, 0.178], [-0.438, 0.806, 0.001], [-0.235, 1.352, -0.898], [-0.885, -1.588, -0.606], [-0.838, -1.753, -1.980], [-0.913, -0.694, -2.885], [-0.867, -0.932, -4.241], [-0.752, -2.228, -4.745], [-0.701, -3.288, -3.846], [-0.745, -3.048, -2.486], [-0.704, -3.882, -1.800], [-0.630, -4.310, -4.185], [-0.734, -2.330, -6.106], [-0.497, -3.583, -6.712], [0.968, -4.007, -6.637], [1.104, -4.950, -7.159], [1.594, -3.251, -7.104], [1.285, -4.125, -5.604], [-0.787, -3.437, -7.756], [-1.148, -4.353, -6.280], [-0.927, -0.116, -4.944], [-1.030, 0.314, -2.529], [-1.003, -2.433, -0.054], [-0.733, 0.631, 3.666], [-1.504, -0.211, 4.464], [-1.562, -0.015, 5.831], [-0.866, 1.024, 6.424], [-0.101, 1.865, 5.635], [-0.031, 1.673, 4.267], [0.588, 2.331, 3.678], [0.453, 2.676, 6.085], [-0.915, 1.176, 7.492], [-2.161, -0.679, 6.436], [-2.045, -1.025, 4.013], [-1.246, 2.703, 1.455], [-2.274, 2.390, 1.281], [-0.968, 3.440, 0.707], [-1.181, 3.157, 2.440], [4.304, 4.209, 2.382], [3.247, 2.992, 3.106], [2.647, 4.638, 2.834]]}